{
  "formula": "C39H41ClN4O6PSSiTi",
  "method": "ωB97M-V/def2-TZVPD",
  "e_tot_ev": -122993.530,
  "spin_multiplicity": 1,
  "e_homo_ev": -10.6,
  "total_charge": 1,
  "de_lowest_kcal_mol": 70.2,
  "species": ["H", "C", "C", "C", "C", "H", "C", "H", "H", "H", "O", "H", "H", "O", "C", "H", "C", "C", "H", "C", "C", "H", "H", "H", "S", "C", "C", "H", "H", "H", "C", "C", "H", "H", "C", "C", "H", "H", "N", "C", "Ti", "C", "C", "C", "C", "H", "N", "Si", "C", "H", "H", "Cl", "H", "C", "C", "H", "H", "H", "H", "H", "H", "H", "O", "C", "C", "H", "H", "C", "P", "H", "C", "C", "H", "C", "O", "C", "H", "C", "C", "C", "C", "H", "H", "N", "O", "H", "C", "C", "H", "N", "C", "H", "H", "C", "O"],
  "coordinates": [[-1.86, 2.84, 1.46], [-2.97, -1.65, -0.30], [-1.75, -4.31, 0.87], [-1.23, -6.60, 0.37], [4.55, 0.77, -1.91], [2.40, -1.15, -1.80], [-5.31, -2.10, 0.12], [5.04, 0.57, 1.35], [0.27, -3.17, 1.63], [0.66, -2.70, -5.19], [1.56, 1.66, -3.06], [1.24, -1.42, 0.16], [-0.51, -4.60, -2.26], [0.49, -0.34, 1.25], [3.93, -3.93, -0.58], [1.16, 0.24, 3.09], [3.36, 3.52, -0.97], [4.87, 1.60, 1.05], [4.20, -2.84, -2.42], [-3.33, 6.67, 1.57], [-4.00, 8.64, 2.83], [0.68, -2.70, -2.74], [1.47, -4.00, 2.62], [-6.52, -0.42, 0.64], [0.35, 1.42, -2.35], [1.29, 3.10, 1.89], [-5.54, -0.76, 0.38], [1.42, 5.23, 2.49], [-1.81, 8.14, 4.22], [4.71, -4.65, -0.79], [-1.12, 6.37, 3.23], [-0.22, -2.40, -3.27], [-2.15, -3.57, 1.55], [-0.41, -6.96, -1.57], [-2.46, 5.62, 1.37], [2.68, -2.00, -1.18], [0.48, -1.96, 3.63], [2.24, -1.95, 3.60], [-0.49, 4.37, 2.02], [-4.49, 0.15, 0.29], [0.62, 0.88, -0.02], [-0.83, -4.88, -1.27], [-1.36, 5.46, 2.21], [-0.84, 3.13, 1.62], [-2.46, -1.53, -4.62], [-2.62, 4.93, 0.56], [-4.74, 9.50, 3.04], [3.70, 1.71, -0.48], [-0.78, -6.21, -0.89], [4.24, 3.98, -1.42], [2.28, 2.68, 1.91], [-1.92, 0.82, -0.24], [2.57, 3.51, -1.73], [3.20, -4.02, 0.59], [-1.72, -5.64, 1.24], [-4.66, 1.20, 0.46], [-1.36, -1.93, -6.41], [3.87, 0.71, -2.76], [-3.34, -1.18, -5.15], [5.84, 2.03, 0.79], [3.03, 4.15, -0.15], [5.43, 1.32, -2.24], [0.25, 2.31, -1.12], [3.66, -2.91, -1.49], [-3.10, 7.58, 2.60], [-6.12, -2.81, 0.17], [-4.18, 6.80, 0.92], [-1.32, -3.91, -0.40], [-1.23, -2.09, -0.72], [-3.88, -3.59, -0.45], [1.35, -1.89, 2.98], [-2.47, -1.57, -3.24], [4.88, -0.23, -1.63], [1.29, -3.11, 2.03], [-0.89, 1.42, -3.06], [-1.98, 7.43, 3.43], [3.39, -4.82, 1.29], [-0.22, -2.38, -4.65], [-1.35, -1.95, -5.33], [-1.35, -2.02, -2.55], [2.20, -3.09, 0.85], [-3.35, -1.23, -2.71], [4.51, 2.13, 1.92], [1.99, -2.12, -0.05], [0.50, 0.05, -1.61], [2.41, -0.30, 1.94], [-4.04, -2.54, -0.22], [0.87, 4.36, 2.20], [-0.27, 6.24, 3.88], [0.21, 2.34, 1.53], [-3.23, -0.31, -0.04], [-2.08, -5.94, 2.22], [-1.19, -7.64, 0.66], [1.39, -0.50, 2.31], [2.35, 0.94, 0.02]]
}

=====

{
  "formula": "C4H6N2",
  "method": "ωB97M-V/def2-TZVPD",
  "e_tot_ev": -7219.873,
  "spin_multiplicity": 1,
  "e_homo_ev": [-7.6, -7.6],
  "total_charge": 0,
  "de_lowest_kcal_mol": 131.9,
  "species": ["N", "H", "H", "C", "C", "H", "H", "H", "N", "C", "H", "C"],
  "coordinates": [[-0.85, 0.22, -0.22], [0.49, 0.81, -1.67], [2.46, 0.37, 1.87], [2.66, 0.00, 0.94], [-1.32, -1.13, -0.39], [0.34, 1.98, -0.09], [-2.03, -1.25, -1.20], [-2.67, 0.42, 0.75], [3.33, -0.25, 0.04], [-1.71, -0.13, 0.76], [-0.80, -2.04, -0.11], [0.10, 1.00, -0.68]]
}

=====

{
  "formula": "C14H35BaN2O4Se2Si2Te",
  "method": "ωB97M-V/def2-TZVPD",
  "e_tot_ev": -180697.734,
  "spin_multiplicity": 1,
  "e_homo_ev": -4.6,
  "total_charge": -1,
  "de_lowest_kcal_mol": 0.0,
  "species": ["O", "H", "H", "H", "H", "O", "H", "H", "H", "H", "C", "O", "C", "H", "H", "H", "Ba", "H", "C", "H", "C", "C", "C", "C", "H", "C", "H", "H", "C", "H", "C", "H", "H", "C", "H", "H", "H", "Te", "C", "H", "N", "Si", "H", "H", "C", "H", "N", "H", "O", "C", "H", "H", "H", "H", "H", "Si", "Se", "H", "H", "Se", "H"],
  "coordinates": [[2.78, 1.88, -2.15], [-4.05, 1.98, 2.72], [0.48, -2.25, 2.13], [4.05, -0.63, 0.79], [2.31, -0.51, 0.55], [-1.41, 4.91, 2.81], [-1.12, 4.46, 0.81], [-3.41, -0.79, 1.04], [2.18, -3.52, 0.63], [2.94, -4.52, -0.62], [3.27, -0.58, 0.03], [-3.02, 3.04, 4.09], [2.09, -2.01, -2.48], [0.34, -3.41, -0.58], [5.12, -3.08, -2.50], [-2.50, -0.25, -0.38], [0.80, 2.16, -0.56], [-3.58, -1.64, -0.50], [-2.87, -1.14, 0.16], [5.82, -2.22, -1.13], [-2.45, 2.98, 1.67], [-1.90, 4.40, 1.57], [3.06, -3.62, -0.01], [-3.21, 2.66, 0.37], [-2.94, -4.34, 0.73], [-2.26, -3.85, 1.42], [-0.84, -1.31, 2.82], [-3.65, 1.66, 0.46], [2.76, 1.25, -3.25], [-1.30, 1.28, 1.04], [5.03, -2.19, -1.87], [2.50, -1.35, -3.24], [5.17, -1.31, -2.51], [-0.54, -2.84, -0.87], [1.56, 0.94, -4.87], [-0.59, 4.42, 2.98], [-2.71, 5.07, 1.26], [0.15, -1.21, -2.07], [-0.32, -1.55, 1.89], [-2.82, -3.59, 2.33], [0.45, 2.00, -3.48], [-1.50, -2.31, 0.65], [-1.48, -4.57, 1.70], [1.94, -2.99, -2.94], [-1.39, 1.89, 1.95], [0.14, -0.62, 1.55], [1.48, 1.14, -3.88], [-1.15, -3.49, -1.52], [3.68, 0.65, -3.81], [-3.52, 2.94, 2.78], [-2.40, 3.79, 4.07], [3.43, 0.32, -0.57], [-1.76, 1.21, 2.72], [-4.03, 3.36, 0.25], [0.41, 2.85, -4.04], [3.34, -2.09, -1.07], [-2.20, 2.68, -1.33], [3.93, -3.77, 0.65], [-4.26, 3.73, 2.58], [0.44, 2.39, 2.56], [-0.45, 1.53, -3.52]]
}

=====

{
  "formula": "C4H7N3",
  "method": "ωB97M-V/def2-TZVPD",
  "e_tot_ev": -8731.145,
  "spin_multiplicity": 1,
  "e_homo_ev": -9.6,
  "total_charge": 0,
  "de_lowest_kcal_mol": 12.3,
  "smiles": "[H]/N=C(\\C#N)NCC",
  "species": ["H", "H", "C", "H", "N", "H", "H", "N", "N", "H", "C", "C", "C", "H"],
  "coordinates": [[0.11, -1.12, 1.63], [-1.82, 1.41, 0.61], [1.41, -0.31, 0.41], [-0.97, 1.45, -0.94], [1.79, 0.98, -1.83], [3.28, -0.54, 0.65], [-1.79, -1.11, 0.52], [2.39, -0.77, 1.08], [0.12, -0.48, 0.85], [-2.59, 0.74, -0.85], [1.57, 0.42, -0.84], [-1.05, -0.51, -0.02], [-1.64, 0.86, -0.31], [-0.81, -1.03, -0.95]]
}